{"formula": "C35H31O3PPt", "method": "wB97M-V/def2-TZVPD", "symbols": ["H", "H", "H", "H", "O", "H", "H", "H", "H", "C", "P", "H", "C", "C", "C", "C", "C", "H", "H", "H", "C", "H", "H", "C", "C", "C", "H", "C", "H", "C", "H", "C", "O", "H", "C", "H", "C", "C", "C", "C", "C", "C", "C", "C", "H", "C", "C", "H", "C", "C", "H", "H", "O", "H", "C", "H", "H", "C", "H", "C", "C", "H", "C", "H", "C", "H", "C", "C", "C", "H", "Pt"], "coordinates": [[-0.168345, 1.630329, 2.768678], [0.804655, -3.930206, 5.250527], [1.825680, -5.949010, 4.220553], [-2.853876, 1.069535, -5.637160], [-3.632857, -1.763869, -1.614569], [3.437767, -4.770319, 0.144642], [0.749713, 2.450238, -3.750031], [2.317928, 3.489595, 2.822448], [3.050133, 0.135606, -3.142344], [-0.981982, 1.751648, -4.820792], [1.465282, -1.039747, 1.510945], [-0.522200, 1.878481, -5.792461], [-6.583207, 1.981319, -0.694155], [2.195353, -3.818640, 1.589230], [2.369753, -0.421808, -2.509335], [3.663491, -0.148673, 3.004316], [2.485599, -0.281352, -1.132442], [-3.921992, 0.829821, -3.438593], [-5.350744, 5.018317, 0.158339], [4.516656, 3.017105, 3.810618], [-5.396846, 1.321122, -0.969833], [-3.237634, 3.882524, -0.347044], [-0.274548, 2.198990, -1.545080], [-0.829256, 1.918564, -2.429882], [2.437102, 0.137980, 2.402098], [1.185637, -3.902054, 4.239366], [0.085900, -2.552081, -0.291846], [3.547704, 0.620021, -0.565530], [0.677125, -1.852906, 3.945523], [2.689660, 2.472800, 2.849183], [4.035206, -1.165655, 3.039997], [1.602327, -2.687340, 2.183148], [-2.023520, 1.575619, -0.026968], [-7.521483, 1.455629, -0.805174], [-2.832536, 1.433044, -1.077656], [-0.137462, -2.688745, -2.744570], [1.425069, -1.255413, -3.098673], [2.849752, -3.859123, 0.232802], [-2.170162, 1.470484, -2.332096], [1.754280, -5.026367, 3.659999], [-5.364305, 3.979550, -0.141921], [-6.570976, 3.304483, -0.277609], [-4.183612, 1.992126, -0.821908], [3.924683, 2.202169, 3.414994], [-7.501179, 3.813256, -0.065265], [-4.171503, 3.334945, -0.408994], [1.905983, 1.428394, 2.363452], [1.370760, -1.328647, -4.177304], [-2.298049, 1.295633, -4.738027], [1.605627, -1.022678, -0.319177], [3.523314, -3.015610, 0.076421], [4.182223, 1.003655, -1.362006], [-2.217152, -1.538437, 0.200271], [3.115416, 1.472569, -0.038834], [-2.894647, 1.159357, -3.509304], [4.182286, 0.092573, 0.147370], [5.367996, 0.708905, 3.972698], [1.116555, -2.739209, 3.499898], [2.127931, -3.864830, -0.581046], [0.695177, -1.910694, -0.922448], [4.407527, 0.896805, 3.513233], [0.350321, 2.570151, 1.360480], [-2.930460, -1.567477, -0.719128], [2.724342, -5.851922, 1.949234], [-0.257869, 2.066744, -3.668964], [-2.555986, 1.868550, 0.737078], [0.580238, -2.007725, -2.304787], [2.254578, -4.971871, 2.369583], [0.494495, 1.629149, 1.897806], [-5.429516, 0.293502, -1.298309], [-0.287321, 0.081117, 0.786336]], "atomic_forces_ev_per_a": [[0.1, 0.2, 0.1], [0.0, 0.0, 0.0], [0.0, 0.0, 0.0], [0.0, 0.0, 0.0], [0.0, 0.8, 0.0], [0.0, 0.0, 0.0], [0.0, 0.0, 0.0], [0.0, 0.0, 0.0], [0.0, 0.0, 0.0], [-0.1, 0.0, 0.1], [0.0, 0.3, -1.1], [0.0, 0.0, 0.0], [0.0, 0.0, 0.0], [0.2, 0.1, 0.1], [-0.1, 0.1, 0.0], [0.0, 0.1, -0.1], [0.0, 0.0, 0.2], [0.0, 0.0, 0.0], [0.0, 0.0, 0.0], [0.0, 0.0, 0.0], [0.1, 0.0, -0.2], [0.0, 0.0, 0.0], [0.0, -0.1, 0.0], [0.0, -0.3, 0.1], [0.0, 0.0, 0.0], [0.0, 0.0, 0.0], [0.0, -0.1, 0.0], [0.0, 0.0, 0.0], [0.0, 0.0, 0.0], [0.0, 0.0, 0.0], [0.0, 0.0, 0.0], [-0.2, 0.1, 0.3], [-0.3, -0.7, 0.0], [0.0, 0.0, 0.0], [0.7, 3.1, 0.0], [0.0, 0.0, 0.0], [0.0, 0.1, -0.1], [0.1, 0.0, 0.0], [-0.3, -1.1, -0.3], [0.0, 0.0, 0.0], [-0.1, 0.0, 0.0], [0.1, 0.0, 0.0], [-0.4, -0.8, -0.1], [0.0, 0.0, 0.0], [0.0, 0.0, 0.0], [0.2, -0.1, 0.1], [0.0, 0.0, 0.0], [0.0, 0.0, 0.0], [0.1, 0.0, -0.1], [0.9, -0.9, -0.3], [0.0, 0.0, 0.0], [0.0, 0.0, 0.0], [0.0, 0.7, 0.0], [0.0, 0.0, 0.0], [-0.1, 0.2, 0.2], [0.0, 0.0, 0.0], [0.0, 0.0, 0.0], [-0.1, -0.1, 0.0], [0.0, 0.0, 0.0], [-0.3, 0.2, 0.0], [0.0, 0.0, 0.0], [0.1, 0.0, 0.0], [-0.1, -1.6, -0.1], [0.0, 0.0, 0.0], [0.0, 0.1, -0.1], [0.1, -0.1, 0.1], [0.0, 0.0, 0.1], [-0.1, 0.0, 0.0], [-0.4, -0.3, 0.1], [0.1, -0.1, 0.0], [-0.3, 0.6, 0.9]], "lowdin_charge": [0.062, 0.118, 0.121, 0.128, 0.251, 0.090, 0.126, 0.124, 0.122, 0.014, 1.007, 0.131, -0.030, -0.232, -0.032, -0.057, -0.254, 0.132, 0.126, 0.120, -0.008, 0.135, 0.120, 0.027, -0.338, -0.054, 0.101, -0.019, 0.111, -0.023, 0.122, -0.292, 0.012, 0.125, -0.121, 0.117, -0.061, -0.025, -0.141, -0.033, -0.030, -0.024, -0.165, -0.033, 0.126, -0.010, -0.321, 0.116, -0.016, -0.367, 0.089, 0.089, 0.131, 0.081, 0.037, 0.088, 0.118, -0.089, 0.075, -0.185, -0.047, 0.063, -0.393, 0.123, -0.028, 0.160, -0.072, -0.023, -0.236, 0.114, 0.808], "homo_energy_ev": -13.1, "multiplicity": 1, "energy_ev": -55461.1201, "molar_mass_da": 725.68, "total_charge": 2, "homo_lumo_gap_ev": 5.0}